# 1
Density functional theory data (wB97M-V/def2-TZVPD) for 2 unconnected molecules or ions with the total composition C4H2BrF3N2O at a distorted geometry.

The calculation puts the molecular weight at 230.97 g mol⁻¹. As for the maximum force: 3.59 eV/A. Its frontier orbital gap (spin up / spin down) is 4.41 / 4.17 eV. For the energy relative to the best compared isomer or geometry (same formula, charge and spin), the calculation gives 1.741 eV.

```
! wB97M-V def2-TZVPD RIJCOSX def2/J DEFGRID3
* xyz 0 1
C -0.34 0.59 -0.70
C -1.22 -0.24 -0.10
C -0.33 1.70 0.16
C 0.28 3.04 0.00
N -1.19 1.62 1.16
N -1.72 0.41 1.04
O -2.48 -0.18 1.79
F 0.56 3.65 1.13
F 1.43 2.97 -0.75
F -0.48 3.90 -0.65
Br -4.99 0.17 -0.19
H 0.21 0.64 -1.64
H -1.93 -1.05 -0.47
*
```

Results of the Löwdin charge analysis, in e, for atoms 1 through 4:
1. C 0.049
2. C 0.001
3. C -0.138
4. C -0.599



# 2
Density functional theory data (wB97M-V/def2-TZVPD) for 2 unconnected molecules or ions with the total composition C4H2BrNOS at a distorted geometry.

The calculation puts the molecular weight at 192.04 g mol⁻¹. As for the maximum force: 4.49 eV/A. Its frontier orbital gap (spin up / spin down) is 7.99 / 7.99 eV. For the energy relative to the best compared isomer or geometry (same formula, charge and spin), the calculation gives 3.302 eV.

```
! wB97M-V def2-TZVPD RIJCOSX def2/J DEFGRID3
* xyz 0 1
C 0.58 1.68 0.42
C 0.41 1.73 -0.90
C -0.20 -0.32 0.16
C -0.71 -2.63 0.65
N 0.34 0.48 1.00
O -1.14 -2.89 1.69
S -0.39 0.25 -1.42
Br -0.33 -3.40 -0.97
H 0.97 2.60 0.91
H 0.47 2.51 -1.53
*
```

Results of the Löwdin charge analysis, in e, for atoms 1 through 4:
1. C -0.280
2. C -0.378
3. C -0.530
4. C -0.742



# 3
Density functional theory data (wB97M-V/def2-TZVPD) for C4H2BrNS in the gas phase at a distorted geometry.

The calculation puts the molecular weight at 176.04 g mol⁻¹. As for the maximum force: 4.51 eV/A. Its frontier orbital gap is 7.06 eV. For the energy relative to the best compared isomer or geometry (same formula, charge and spin), the calculation gives 3.193 eV. Its SMILES is S=C[C@]12NC1=C2Br.

```
! wB97M-V def2-TZVPD RIJCOSX def2/J DEFGRID3
* xyz 0 1
S 1.28 0.04 -1.62
C -0.15 0.22 -0.88
C -0.46 -0.20 0.48
N 0.21 -0.61 1.60
C -0.82 0.20 2.13
C -1.74 -0.11 1.17
Br -3.43 0.38 0.38
H -0.90 0.65 -1.39
H 1.15 -0.42 1.87
*
```

Results of the Löwdin charge analysis, in e, for atoms 1 through 4:
1. S 0.736
2. C -0.573
3. C -0.404
4. N 0.056



# 4
Density functional theory data (wB97M-V/def2-TZVPD) for C4H2Cl2 in the gas phase at a distorted geometry.

The calculation puts the molecular weight at 120.97 g mol⁻¹. As for the maximum force: 3.55 eV/A. Its frontier orbital gap (spin up / spin down) is 7.18 / 6.05 eV. For the energy relative to the best compared isomer or geometry (same formula, charge and spin), the calculation gives 7.205 eV.

```
! wB97M-V def2-TZVPD RIJCOSX def2/J DEFGRID3
* xyz 0 1
C -0.35 1.91 -0.11
C 0.84 1.14 -0.33
C 1.57 0.19 -0.52
C -0.77 -0.94 0.25
Cl -2.17 -2.03 0.28
Cl -1.46 0.89 0.43
H 2.34 -0.25 -1.02
H 0.00 -0.90 1.02
*
```

Results of the Löwdin charge analysis, in e, for atoms 1 through 4:
1. C -0.471
2. C -0.277
3. C 0.122
4. C -0.753



# 5
Density functional theory data (wB97M-V/def2-TZVPD) for C4H2ClF in the gas phase at a distorted geometry.

The calculation puts the molecular weight at 104.51 g mol⁻¹. As for the maximum force: 13.29 eV/A. Its frontier orbital gap is 9.37 eV. For the energy relative to the best compared isomer or geometry (same formula, charge and spin), the calculation gives 1.538 eV. Its SMILES is C#C/C(Cl)=C/F.

```
! wB97M-V def2-TZVPD RIJCOSX def2/J DEFGRID3
* xyz 0 1
C 2.21 -0.27 -0.08
C 0.91 -0.62 0.11
C -0.52 -0.41 0.14
Cl -1.70 -1.80 -0.01
C -1.08 0.75 0.03
F -2.39 1.01 0.00
H 3.20 -0.36 0.00
H -0.64 1.69 -0.19
*
```

Results of the Löwdin charge analysis, in e, for atoms 1 through 4:
1. C 0.177
2. C -0.081
3. C -0.615
4. Cl 0.602



# 6
Density functional theory data (wB97M-V/def2-TZVPD) for C4H2ClF3O in the gas phase at a distorted geometry.

The calculation puts the molecular weight at 158.51 g mol⁻¹. As for the maximum force: 4.40 eV/A. Its frontier orbital gap is 9.95 eV. For the energy relative to the best compared isomer or geometry (same formula, charge and spin), the calculation gives 1.117 eV. Its SMILES is C=C(Cl)C(=O)C(F)(F)F.

```
! wB97M-V def2-TZVPD RIJCOSX def2/J DEFGRID3
* xyz 0 1
C 2.28 -0.18 0.09
C 1.00 -0.51 0.02
Cl 0.25 -2.07 0.17
C -0.38 0.69 -0.46
O -0.06 1.57 -1.18
C -1.80 0.28 0.05
F -2.36 -0.81 -0.43
F -1.62 -0.05 1.41
F -2.69 1.24 0.05
H 2.90 -1.04 0.32
H 2.47 0.88 -0.04
*
```

Results of the Löwdin charge analysis, in e, for atoms 1 through 4:
1. C -0.014
2. C -0.604
3. Cl 0.686
4. C -0.161



Please write out number 6 again, unchanged.
Density functional theory data (wB97M-V/def2-TZVPD) for C4H2ClF3O in the gas phase at a distorted geometry.

The calculation puts the molecular weight at 158.51 g mol⁻¹. As for the maximum force: 4.40 eV/A. Its frontier orbital gap is 9.95 eV. For the energy relative to the best compared isomer or geometry (same formula, charge and spin), the calculation gives 1.117 eV. Its SMILES is C=C(Cl)C(=O)C(F)(F)F.

```
! wB97M-V def2-TZVPD RIJCOSX def2/J DEFGRID3
* xyz 0 1
C 2.28 -0.18 0.09
C 1.00 -0.51 0.02
Cl 0.25 -2.07 0.17
C -0.38 0.69 -0.46
O -0.06 1.57 -1.18
C -1.80 0.28 0.05
F -2.36 -0.81 -0.43
F -1.62 -0.05 1.41
F -2.69 1.24 0.05
H 2.90 -1.04 0.32
H 2.47 0.88 -0.04
*
```

Results of the Löwdin charge analysis, in e, for atoms 1 through 4:
1. C -0.014
2. C -0.604
3. Cl 0.686
4. C -0.161